1.
DFT (ωB97M-V/def2-TZVPD) results for C36H38BiNO2P2 as an isolated structure.

Output
- DFT total energy: -2496.7298 Eh
- Total charge: +2
- Lowest unoccupied orbital energy: -6.4 eV
- HOMO-LUMO gap: 8.08 eV
- HOMO energy: -14.436 eV

```
80
Properties=species:S:1:pos:R:3:forces:R:3
Bi -0.3162 -0.1166 -1.4292 -0.907 -0.631 -0.386
C 4.4355 -2.4510 -3.4759 -0.026 0.041 0.126
C 3.5794 -1.5152 -2.6097 0.085 -0.002 -0.180
C 3.9445 -0.0510 -2.8598 -0.043 -0.107 0.067
C 2.1173 -1.8053 -2.8598 -0.041 0.026 0.110
C 1.4617 -1.3586 -4.0132 0.027 -0.020 -0.004
C 0.1395 -1.6883 -4.2666 -0.027 -0.026 0.073
C -0.5928 -2.4951 -3.3843 0.058 0.061 0.018
C -1.9983 -2.9023 -3.7195 0.039 -0.005 -0.010
C 0.0573 -2.9439 -2.2284 0.065 -0.096 -0.128
C 1.3903 -2.6032 -1.9748 -0.011 -0.003 -0.006
H 5.4942 -2.2622 -3.2984 0.002 -0.002 -0.030
H 4.2307 -2.2929 -4.5359 0.021 -0.004 -0.010
H 4.2328 -3.4956 -3.2376 -0.004 -0.003 -0.053
H 3.7855 -1.7454 -1.5613 -0.019 -0.002 0.061
H 3.7794 0.2352 -3.8984 0.001 0.018 -0.017
H 5.0011 0.1110 -2.6473 -0.009 0.023 0.029
H 3.3606 0.6172 -2.2198 0.018 0.037 -0.027
H 2.0013 -0.7679 -4.7426 -0.004 0.032 0.015
H -0.3333 -1.3426 -5.1787 0.005 0.008 0.005
H -1.9933 -3.5461 -4.6005 -0.029 -0.004 0.011
H -2.6046 -2.0289 -3.9624 -0.057 -0.027 -0.021
H -2.4673 -3.4541 -2.9063 0.006 0.017 0.019
H -0.4578 -3.6250 -1.5607 -0.041 0.089 0.058
H 1.8814 -3.0012 -1.0923 0.005 0.033 0.007
C 0.4852 1.9945 2.5241 0.045 -0.011 0.059
N 0.0614 1.2339 1.3369 -0.231 -0.160 -0.188
P -1.1321 1.8050 0.2382 0.100 0.299 0.895
C -0.9183 3.5773 0.0098 -0.033 -0.307 -0.225
C -0.4802 4.0827 -1.2132 0.101 -0.094 0.096
C -0.3870 5.4532 -1.3940 0.053 0.061 -0.091
C -0.7156 6.3136 -0.3567 -0.004 -0.059 0.006
C -1.1700 5.8110 0.8578 -0.002 0.017 0.036
C -1.2925 4.4455 1.0395 -0.052 -0.040 -0.032
C -2.7862 1.6308 0.9344 0.194 0.007 -0.197
C -3.8283 2.1608 0.1691 -0.020 0.018 0.052
C -5.1318 2.0535 0.6210 0.004 0.018 -0.049
C -5.3939 1.4295 1.8350 -0.003 -0.018 0.008
C -4.3574 0.9021 2.5921 -0.034 -0.031 0.058
C -3.0485 0.9905 2.1422 0.090 -0.002 -0.037
P 0.3282 -0.4504 1.1510 0.247 0.484 0.682
C -0.5153 -1.3683 2.4611 0.114 -0.025 -0.423
C -0.2240 -1.0440 3.7896 0.024 -0.047 -0.008
C -0.8875 -1.6997 4.8121 0.041 0.055 0.042
C -1.8126 -2.6941 4.5171 -0.016 -0.022 -0.032
C -2.0717 -3.0393 3.1992 -0.032 -0.062 0.008
C -1.4324 -2.3732 2.1639 -0.018 0.040 -0.003
C 2.0912 -0.7333 1.3735 -0.207 -0.011 -0.069
C 2.5241 -1.9251 1.9564 -0.007 0.046 -0.013
C 3.8817 -2.2007 2.0182 0.013 -0.006 0.014
C 4.8005 -1.2913 1.5107 -0.024 -0.045 0.003
C 4.3679 -0.1055 0.9287 0.066 0.031 -0.049
C 3.0141 0.1694 0.8434 -0.061 0.048 0.005
H -0.2553 1.9622 3.3248 -0.009 -0.032 -0.018
H 0.6560 3.0303 2.2408 0.019 0.025 -0.017
H 1.4289 1.5852 2.8843 -0.018 0.008 0.015
H -0.2231 3.4094 -2.0234 0.002 0.033 -0.034
H -0.0652 5.8518 -2.3466 0.022 -0.009 0.011
H -0.6301 7.3826 -0.4971 -0.018 0.000 -0.010
H -1.4436 6.4872 1.6563 -0.005 -0.006 -0.001
H -1.6984 4.0502 1.9627 0.011 0.047 0.033
H -3.6192 2.6605 -0.7698 -0.031 0.000 -0.007
H -5.9396 2.4617 0.0285 -0.007 0.006 0.029
H -6.4115 1.3582 2.1956 0.001 -0.004 -0.011
H -4.5711 0.4222 3.5379 0.023 0.003 -0.001
H -2.2419 0.5738 2.7318 -0.040 -0.002 0.018
H 0.5273 -0.3032 4.0275 0.013 0.026 0.029
H -0.6728 -1.4441 5.8412 0.004 -0.010 -0.006
H -2.3229 -3.2089 5.3202 0.008 -0.003 -0.002
H -2.7731 -3.8315 2.9736 -0.015 0.021 0.007
H -1.6612 -2.6198 1.1372 0.009 -0.013 0.036
H 1.8063 -2.6255 2.3646 0.031 -0.013 0.010
H 4.2206 -3.1208 2.4748 0.013 0.005 -0.007
H 5.8587 -1.5086 1.5690 -0.001 0.019 0.012
H 5.0897 0.6022 0.5423 -0.018 -0.003 -0.004
H 2.6729 1.0949 0.3897 0.042 0.011 0.022
O -2.1011 -1.2796 -0.6349 0.264 0.127 -0.146
C -3.0011 -0.7159 -1.3493 0.031 0.132 -0.191
O -2.6945 0.1938 -2.1348 0.176 -0.051 -0.044
H -4.0325 -1.0680 -1.2449 0.031 0.045 0.002
```
Forces are in eV/Å.

These are the Löwdin partial charges, in e, on atoms 1 to 5:
1. Bi 1.72
2. C -0.04
3. C -0.39
4. C -0.06
5. C -0.26

=====

2.
DFT (ωB97M-V/def2-TZVPD) results for C44H41N3P2Se4Te2Y as an isolated structure.

Output
- DFT total energy: -12728.5648 Eh
- Total charge: -1
- Lowest unoccupied orbital energy: 1.8 eV
- HOMO-LUMO gap: 5.96 eV
- HOMO energy: -4.180 eV

```
97
Properties=species:S:1:pos:R:3:forces:R:3
Y -0.8263 -0.5343 1.3753 -1.328 -0.046 0.052
Se -1.3896 0.2842 4.0209 0.164 -0.011 0.115
Se -0.3351 -1.8149 3.9138 0.020 0.030 -0.179
Te 3.6664 -1.9830 3.3757 -0.232 0.150 -0.167
Se 1.4373 -1.4035 2.3187 1.675 -0.480 1.080
Te -0.5518 3.3432 -2.1521 -0.388 0.624 -0.645
C 1.1160 4.3766 -2.9622 0.296 -0.021 0.084
C 1.7039 5.4398 -2.2875 -0.006 -0.035 -0.020
C 2.8762 5.9884 -2.7838 0.021 0.138 0.087
N 3.4910 5.5651 -3.8849 0.007 0.008 0.014
C 2.9193 4.5511 -4.5260 0.014 -0.077 -0.162
C 1.7488 3.9303 -4.1148 -0.003 0.029 0.004
C 0.3503 2.0930 -0.8543 -0.720 -0.807 0.694
P 0.3354 0.3181 -1.1225 0.368 0.419 -0.030
C -0.4323 -0.0884 -2.7270 -0.100 0.051 0.065
C -1.8195 -0.1948 -2.7945 0.013 -0.066 0.094
C -2.4539 -0.4488 -3.9969 0.035 0.017 -0.076
C -1.7044 -0.6043 -5.1556 -0.001 0.010 0.043
C -0.3227 -0.5181 -5.0957 -0.011 -0.010 -0.001
C 0.3102 -0.2672 -3.8869 0.148 0.035 -0.035
C 2.0574 -0.2190 -1.3974 -0.063 0.120 -0.092
C 2.4031 -1.5387 -1.1414 -0.020 -0.133 -0.015
C 3.7145 -1.9602 -1.2906 0.038 0.043 0.011
C 4.6844 -1.0616 -1.7125 -0.044 0.004 0.004
C 4.3367 0.2506 -2.0063 -0.017 -0.037 0.041
C 3.0254 0.6722 -1.8456 0.043 -0.019 0.014
P 0.1857 2.2676 0.9340 0.636 -0.365 -0.250
C 1.8972 2.3772 1.5896 -0.153 0.085 0.080
C 2.9371 2.8294 0.7891 0.054 -0.053 -0.050
C 4.2210 2.9357 1.3028 0.023 -0.036 0.072
C 4.4696 2.5880 2.6230 -0.071 -0.014 -0.020
C 3.4300 2.1514 3.4337 0.048 -0.033 -0.002
C 2.1486 2.0483 2.9199 -0.226 0.002 0.041
C -0.4010 3.9447 1.3494 -0.282 -0.077 -0.067
C -1.7721 4.1861 1.4128 -0.044 -0.080 0.066
C -2.2675 5.4517 1.6738 0.139 0.055 -0.013
C -1.3856 6.5043 1.8839 -0.074 -0.023 -0.013
C -0.0204 6.2702 1.8530 0.016 0.025 0.010
C 0.4695 4.9980 1.5943 0.217 0.087 -0.065
H 1.2689 5.8263 -1.3754 -0.031 0.013 0.050
H 3.3487 6.8132 -2.2617 0.026 0.033 0.017
H 3.4278 4.2052 -5.4196 0.021 -0.008 -0.032
H 1.3513 3.0980 -4.6802 -0.027 -0.051 -0.014
H -2.4126 -0.0812 -1.8954 0.007 -0.011 -0.020
H -3.5314 -0.5295 -4.0283 -0.067 -0.020 -0.011
H -2.1942 -0.8018 -6.0989 -0.040 -0.019 -0.053
H 0.2704 -0.6516 -5.9905 0.014 -0.006 -0.047
H 1.3924 -0.2129 -3.8505 -0.052 0.012 0.006
H 1.6363 -2.2380 -0.8309 -0.041 -0.040 0.095
H 3.9771 -2.9810 -1.0515 0.034 -0.058 0.008
H 5.7137 -1.3796 -1.8005 0.065 -0.029 -0.026
H 5.0912 0.9495 -2.3412 0.040 0.045 -0.025
H 2.7412 1.6948 -2.0598 0.001 0.070 0.021
H 2.7305 3.0922 -0.2411 0.003 -0.016 -0.064
H 5.0311 3.2736 0.6709 0.040 0.027 -0.055
H 5.4758 2.6361 3.0139 0.074 0.020 0.041
H 3.6158 1.8576 4.4571 0.048 -0.006 0.030
H 1.3326 1.7039 3.5531 0.114 -0.014 -0.084
H -2.4656 3.3647 1.2799 0.006 0.018 0.012
H -3.3350 5.6140 1.7168 -0.078 0.031 0.016
H -1.7628 7.4987 2.0807 -0.015 0.038 0.026
H 0.6749 7.0787 2.0366 0.007 0.045 0.005
H 1.5414 4.8265 1.5854 -0.138 0.049 -0.010
C -0.6508 -8.8823 2.2977 0.011 -0.071 0.062
C -0.7895 -7.4374 1.9096 -0.143 -0.024 -0.017
C -2.0139 -6.7918 1.9679 0.085 -0.116 0.041
C -2.1744 -5.4741 1.5584 0.036 0.214 -0.036
C -3.5273 -4.8443 1.7126 -0.042 0.058 -0.102
C -1.0792 -4.7611 1.0439 0.208 -0.601 0.358
Se -1.3315 -3.0692 0.2142 -0.163 0.379 -0.532
C 0.1812 -5.3931 1.0369 -0.150 0.312 -0.096
C 1.4129 -4.6869 0.5596 0.115 0.001 -0.074
C 0.2978 -6.7067 1.4624 0.014 -0.088 0.096
H -1.5801 -9.2655 2.7177 -0.038 -0.011 0.017
H 0.1344 -9.0260 3.0405 0.050 0.015 0.032
H -0.3970 -9.5031 1.4358 0.005 0.011 -0.026
H -2.8754 -7.3302 2.3484 -0.049 -0.005 0.000
H -4.2601 -5.5885 2.0212 -0.059 -0.031 0.006
H -3.8588 -4.3695 0.7872 0.004 0.005 0.022
H -3.4921 -4.0681 2.4792 -0.012 0.019 0.028
H 1.4335 -3.6566 0.9079 0.021 -0.064 -0.014
H 1.4498 -4.6658 -0.5327 -0.025 0.020 -0.056
H 2.3071 -5.1928 0.9264 0.002 0.018 -0.029
H 1.2758 -7.1738 1.4464 0.076 -0.006 -0.030
N -3.3163 1.5569 -0.2734 0.055 0.129 0.054
C -3.9961 0.6301 0.4645 -0.056 0.135 -0.175
C -5.4022 0.6361 0.4803 0.086 -0.097 0.067
C -6.0498 -0.3583 1.1658 -0.095 -0.016 0.012
C -5.3148 -1.3409 1.8289 0.057 -0.037 0.028
C -3.9474 -1.2666 1.7724 0.072 0.223 -0.028
N -3.2877 -0.2973 1.1073 -0.118 0.042 -0.199
H -3.8137 2.3550 -0.6296 0.019 -0.035 0.017
H -2.3235 1.7020 -0.1251 -0.077 -0.063 -0.072
H -5.9435 1.4061 -0.0484 -0.025 0.057 -0.042
H -7.1321 -0.3779 1.1874 -0.011 -0.005 0.003
H -5.7856 -2.1451 2.3718 -0.055 -0.018 0.020
H -3.3218 -1.9997 2.2628 -0.001 0.018 0.015
```
Forces are in eV/Å.

These are the Löwdin partial charges, in e, on atoms 1 to 5:
1. Y 0.33
2. Se -0.06
3. Se 0.00
4. Te 0.02
5. Se -0.29

=====

3.
DFT (ωB97M-V/def2-TZVPD) results for C3H4O2 as an isolated structure.

Output
- DFT total energy: -267.0506 Eh
- Total charge: 0
- Lowest unoccupied orbital energy: 0.9 eV
- HOMO-LUMO gap: 10.61 eV
- HOMO energy: -9.706 eV

```
9
Properties=species:S:1:pos:R:3:forces:R:3
C 0.3799 0.5865 -0.6781 -0.648 -2.564 -0.190
C -0.1393 -0.5190 -1.2338 0.847 -1.950 2.895
C 0.3867 0.0861 0.7353 0.311 -0.647 0.074
O -0.0422 -1.2279 0.3995 -0.150 0.260 -4.020
O -0.6894 0.6591 1.4096 0.353 0.479 0.983
H 0.5619 1.5471 -0.9945 0.437 1.906 -1.081
H -0.4296 -1.2029 -2.1296 0.550 1.710 1.945
H 1.3672 0.0231 1.3387 -1.533 0.608 -0.810
H -1.3952 0.0479 1.1530 -0.167 0.199 0.205
```
Forces are in eV/Å.

These are the natural (NBO) partial charges, in e, on atoms 1 to 5:
1. C -0.27
2. C 0.10
3. C 0.34
4. O -0.59
5. O -0.71

=====

4.
DFT (ωB97M-V/def2-TZVPD) results for one molecule with the formula C4H8N2O.

Output
- DFT total energy: -341.9296 Eh
- Total charge: 0
- Lowest unoccupied orbital energy: 0.9 eV
- SMILES: CN[C@H](C#N)CO
- HOMO-LUMO gap: 10.58 eV
- HOMO energy: -9.724 eV

```
15
Properties=species:S:1:pos:R:3:forces:R:3
C 0.2643 -0.7665 2.0674 0.105 -0.043 0.121
N -0.4632 -0.5521 0.8215 -0.136 0.114 0.101
C 0.3094 -0.0593 -0.2967 -0.019 -0.095 -0.044
C -0.4511 -0.2461 -1.6545 0.073 -0.263 0.187
O -1.0584 0.9087 -2.1607 -0.066 0.293 0.020
C 0.6802 1.3773 -0.2443 0.186 1.078 -0.172
N 0.8368 2.5141 -0.4043 0.010 -1.082 0.381
H 1.1302 -1.4125 1.8658 -0.195 0.169 0.042
H 0.6285 0.1535 2.5618 -0.102 -0.214 -0.180
H -0.3866 -1.3103 2.7658 0.179 0.228 -0.171
H -1.2867 0.0229 0.9706 0.083 -0.090 -0.050
H 1.2413 -0.6357 -0.3212 -0.132 0.054 -0.067
H -1.2561 -0.9560 -1.4575 0.161 -0.026 -0.039
H 0.2372 -0.6817 -2.3838 0.056 0.006 -0.021
H -0.4258 1.6437 -2.1299 -0.202 -0.129 -0.107
```
Forces are in eV/Å.

These are the natural (NBO) partial charges, in e, on atoms 1 to 5:
1. C -0.42
2. N -0.60
3. C -0.18
4. C -0.05
5. O -0.71